Below is a 9-piece molecular cluster, C4H27N2O10 overall at a distorted geometry, with properties calculated with ωB97M-V/def2-TZVPD.

The HOMO-LUMO gap (spin up / spin down) is 10.1 / 5.5 eV. As for the spin multiplicity: 2. Its energy relative to the best compared isomer or geometry (same formula, charge and spin) is 14.1 kcal/mol. The expectation value of S² is 0.756.

Each line ends with the Löwdin spin population.
Element x y z (Å)
C -1.2224 -0.6023 0.8672  0.01
N 0.0803 -0.1225 1.4874  0.02
C 1.3493 -0.7817 1.0071  0.13
O 1.3931 -2.0751 1.1263  0.62
C -1.0492 -0.5626 -0.6860  0.02
N -1.1807 0.8023 -1.2156  0.01
C -2.3271 1.2129 -1.9926  0.00
O -3.4047 1.6398 -1.2544  0.00
H -1.8502 0.2667 1.1550  0.00
H -1.5091 -1.5031 1.2935  0.00
H -0.0275 -0.4870 2.4453  0.00
H 2.3758 -0.3552 1.3766  0.04
H 1.2889 -0.6508 -0.1802  0.09
H -1.7080 -1.2297 -1.1994  0.00
H -0.0341 -0.9237 -0.8930  0.01
H -0.8164 1.5610 -0.6266  0.00
H -2.5829 0.2261 -2.5832  0.00
H -1.9431 2.0145 -2.7053  0.00
H -3.9027 0.9146 -0.8534  0.00
H 1.8905 0.6566 -3.4778  0.00
H 0.7022 0.3364 -2.7941  0.00
O 1.0496 0.3348 -3.6203  0.00
H 1.1411 -2.4619 -0.4678  0.00
H 0.4098 -2.7026 -1.9292  0.00
O 1.2416 -2.7498 -1.4641  0.04
H 3.1502 -2.4531 0.3451  0.00
H 3.8934 -2.4185 -0.9607  0.00
O 4.0768 -2.6519 -0.0661  0.00
H 0.3162 -2.9086 2.0906  0.00
H -0.8952 -3.9043 2.1461  0.00
O -0.5348 -3.1364 2.4308  0.00
H -0.5650 3.3597 2.2117  0.00
H -2.0604 3.8512 1.7021  0.00
O -1.3404 4.0425 2.3932  0.00
H 1.3332 2.6847 0.5091  0.00
H 0.4489 1.7636 0.9511  0.00
O 0.7697 2.6460 1.2391  0.00
H -2.7173 2.3782 0.8991  0.00
H -2.9730 1.9132 2.4910  0.00
O -3.3406 2.4071 1.6726  0.00
H 2.9572 -0.3612 -0.8881  0.00
H 4.4083 -0.0515 -0.6733  0.00
O 3.7090 0.0815 -1.3088  0.00

---

Below is a 10-piece molecular cluster, C4H27O11 overall at a distorted geometry, with properties calculated with ωB97M-V/def2-TZVPD.

The HOMO-LUMO gap is 9.9 eV. As for the charge: -1. Its energy relative to the best compared isomer or geometry (same formula, charge and spin) is 101.7 kcal/mol.

Each line ends with the Löwdin charge.
Element x y z (Å)
C -0.0527 -2.1171 -0.4094  -0.30
O -0.8650 -1.6978 -1.4880  -0.13
C 1.3990 -2.1298 -0.8054  -0.19
C 2.1359 -1.1360 0.0302  -0.21
C 1.9450 -0.9642 1.4988  -0.24
O 1.0666 0.0498 2.0570  -0.06
H -0.2218 -3.2280 -0.3543  0.14
H -0.2591 -1.3771 0.4128  0.10
H 1.3872 -1.5680 -1.8630  0.16
H 1.8407 -3.1308 -0.7759  0.11
H 1.7704 -0.0800 -0.4545  0.15
H 3.2095 -1.0220 -0.2052  0.12
H 1.7730 -1.8326 1.9681  0.07
H 2.8695 -0.3522 1.7900  0.14
H 0.6145 0.4126 1.3792  -0.03
H -3.3004 -2.0536 1.5662  -0.04
H -2.0271 -2.3192 0.8417  0.01
O -2.7998 -2.7770 1.2719  -0.06
H 0.0565 -1.6686 3.4727  0.03
H -0.8157 -2.3040 2.4446  -0.03
O -0.5680 -2.4081 3.3538  -0.05
H 0.9418 1.4636 -2.3766  0.03
H 2.0199 2.8097 -2.5055  0.05
O 1.8622 1.9830 -1.9869  -0.20
H 0.3219 2.7435 -0.7301  -0.05
H -0.4607 1.7120 -1.7267  0.04
O -0.5165 2.5130 -0.8911  -0.16
H -2.1613 3.3615 -1.4032  -0.07
H -2.0656 2.6216 -2.7579  0.03
O -2.4304 3.3524 -2.2393  -0.02
H -2.9564 0.1862 1.5110  0.07
H -2.6289 -0.4059 2.9346  0.00
O -3.3230 -0.3143 2.3239  -0.08
H -1.0822 1.8651 0.2660  0.02
H -1.4396 0.4943 -0.4534  0.04
O -1.3447 0.8885 0.4504  -0.13
H 2.3511 2.9227 -0.2295  -0.03
H 2.4192 2.2565 1.0810  -0.03
O 2.6881 3.0104 0.6393  -0.01
H -0.5921 0.4288 -3.2892  0.05
H -0.5845 -0.8141 -1.9003  0.02
O -0.1763 0.6256 -2.4479  -0.24

---

Below is a 10-piece molecular cluster, C4H28N2O11 overall at a distorted geometry, with properties calculated with ωB97M-V/def2-TZVPD.

The HOMO-LUMO gap is 9.8 eV. Its energy relative to the best compared isomer or geometry (same formula, charge and spin) is 64.7 kcal/mol. Its SMILES is NC(=O)[C@H](N)CCO.O.O.O.O.O.O.O.O.O.

Each line ends with the Löwdin charge.
Element x y z (Å)
N -0.4959 0.4951 1.8440  0.20
C -1.2444 -0.5430 1.3844  -0.42
O -1.0926 -1.6885 1.8129  0.00
C -2.3640 -0.1182 0.3923  -0.32
N -2.9141 1.1087 0.8733  0.06
C -3.4397 -1.2437 0.2299  -0.11
C -2.8103 -2.4757 -0.4066  -0.23
O -2.4294 -2.1562 -1.7521  -0.07
H -0.7799 1.3500 1.3925  0.07
H 0.4565 0.4458 2.1258  0.09
H -1.8859 0.0072 -0.6151  0.09
H -2.9720 1.8883 0.2563  0.07
H -3.7112 0.9905 1.4957  0.11
H -3.7618 -1.4491 1.2564  0.12
H -4.3047 -0.8056 -0.2733  0.12
H -3.5328 -3.3178 -0.3626  0.13
H -1.9124 -2.7882 0.1551  0.11
H -3.0257 -2.3469 -2.4757  0.09
O 1.1357 -2.9744 1.2383  -0.08
H 1.1824 -3.6960 1.8657  0.04
H 0.3228 -2.4077 1.3571  0.00
O 2.6092 3.4334 -0.6232  -0.09
H 1.6596 3.6639 -0.7033  0.04
H 2.6385 3.1937 0.3210  0.01
O -2.7779 1.2269 -2.1523  -0.08
H -2.2261 0.5353 -1.6412  0.01
H -2.2825 1.4985 -2.9453  0.06
O 0.8714 0.0138 -1.0454  -0.06
H 1.7646 0.3309 -1.2450  0.02
H 0.7706 -0.8146 -1.5390  0.07
O 2.5803 1.7739 -2.6212  -0.07
H 1.9252 2.1080 -2.0040  -0.02
H 3.3329 2.2966 -2.3228  0.04
O 2.9520 1.8241 1.5198  -0.06
H 3.7233 1.7739 0.9415  0.06
H 2.7627 0.9728 1.9268  0.00
O 3.0969 -0.9875 2.1449  -0.07
H 2.4296 -1.1998 2.8145  0.05
H 2.7828 -1.6591 1.5036  0.02
O -0.1621 2.3967 -0.4624  -0.07
H -1.1260 2.3956 -0.4625  0.01
H 0.0259 1.4409 -0.6149  0.00
O 3.4353 -1.1033 -1.3421  -0.03
H 2.9824 -1.6607 -1.9699  0.05
H 3.7648 -1.5067 -0.5422  0.03

---

> Among the records above, which one has the lowest energy relative to the best compared isomer or geometry (same formula, charge and spin)?

C4H27N2O10

---

Please write out number 1 again, unchanged.
Below is a 9-piece molecular cluster, C4H27N2O10 overall at a distorted geometry, with properties calculated with ωB97M-V/def2-TZVPD.

The HOMO-LUMO gap (spin up / spin down) is 10.1 / 5.5 eV. As for the spin multiplicity: 2. Its energy relative to the best compared isomer or geometry (same formula, charge and spin) is 14.1 kcal/mol. The expectation value of S² is 0.756.

Each line ends with the Löwdin spin population.
Element x y z (Å)
C -1.2224 -0.6023 0.8672  0.01
N 0.0803 -0.1225 1.4874  0.02
C 1.3493 -0.7817 1.0071  0.13
O 1.3931 -2.0751 1.1263  0.62
C -1.0492 -0.5626 -0.6860  0.02
N -1.1807 0.8023 -1.2156  0.01
C -2.3271 1.2129 -1.9926  0.00
O -3.4047 1.6398 -1.2544  0.00
H -1.8502 0.2667 1.1550  0.00
H -1.5091 -1.5031 1.2935  0.00
H -0.0275 -0.4870 2.4453  0.00
H 2.3758 -0.3552 1.3766  0.04
H 1.2889 -0.6508 -0.1802  0.09
H -1.7080 -1.2297 -1.1994  0.00
H -0.0341 -0.9237 -0.8930  0.01
H -0.8164 1.5610 -0.6266  0.00
H -2.5829 0.2261 -2.5832  0.00
H -1.9431 2.0145 -2.7053  0.00
H -3.9027 0.9146 -0.8534  0.00
H 1.8905 0.6566 -3.4778  0.00
H 0.7022 0.3364 -2.7941  0.00
O 1.0496 0.3348 -3.6203  0.00
H 1.1411 -2.4619 -0.4678  0.00
H 0.4098 -2.7026 -1.9292  0.00
O 1.2416 -2.7498 -1.4641  0.04
H 3.1502 -2.4531 0.3451  0.00
H 3.8934 -2.4185 -0.9607  0.00
O 4.0768 -2.6519 -0.0661  0.00
H 0.3162 -2.9086 2.0906  0.00
H -0.8952 -3.9043 2.1461  0.00
O -0.5348 -3.1364 2.4308  0.00
H -0.5650 3.3597 2.2117  0.00
H -2.0604 3.8512 1.7021  0.00
O -1.3404 4.0425 2.3932  0.00
H 1.3332 2.6847 0.5091  0.00
H 0.4489 1.7636 0.9511  0.00
O 0.7697 2.6460 1.2391  0.00
H -2.7173 2.3782 0.8991  0.00
H -2.9730 1.9132 2.4910  0.00
O -3.3406 2.4071 1.6726  0.00
H 2.9572 -0.3612 -0.8881  0.00
H 4.4083 -0.0515 -0.6733  0.00
O 3.7090 0.0815 -1.3088  0.00

---

What did the first record say?
Below is a 9-piece molecular cluster, C4H27N2O10 overall at a distorted geometry, with properties calculated with ωB97M-V/def2-TZVPD.

The HOMO-LUMO gap (spin up / spin down) is 10.1 / 5.5 eV. As for the spin multiplicity: 2. Its energy relative to the best compared isomer or geometry (same formula, charge and spin) is 14.1 kcal/mol. The expectation value of S² is 0.756.

Each line ends with the Löwdin spin population.
Element x y z (Å)
C -1.2224 -0.6023 0.8672  0.01
N 0.0803 -0.1225 1.4874  0.02
C 1.3493 -0.7817 1.0071  0.13
O 1.3931 -2.0751 1.1263  0.62
C -1.0492 -0.5626 -0.6860  0.02
N -1.1807 0.8023 -1.2156  0.01
C -2.3271 1.2129 -1.9926  0.00
O -3.4047 1.6398 -1.2544  0.00
H -1.8502 0.2667 1.1550  0.00
H -1.5091 -1.5031 1.2935  0.00
H -0.0275 -0.4870 2.4453  0.00
H 2.3758 -0.3552 1.3766  0.04
H 1.2889 -0.6508 -0.1802  0.09
H -1.7080 -1.2297 -1.1994  0.00
H -0.0341 -0.9237 -0.8930  0.01
H -0.8164 1.5610 -0.6266  0.00
H -2.5829 0.2261 -2.5832  0.00
H -1.9431 2.0145 -2.7053  0.00
H -3.9027 0.9146 -0.8534  0.00
H 1.8905 0.6566 -3.4778  0.00
H 0.7022 0.3364 -2.7941  0.00
O 1.0496 0.3348 -3.6203  0.00
H 1.1411 -2.4619 -0.4678  0.00
H 0.4098 -2.7026 -1.9292  0.00
O 1.2416 -2.7498 -1.4641  0.04
H 3.1502 -2.4531 0.3451  0.00
H 3.8934 -2.4185 -0.9607  0.00
O 4.0768 -2.6519 -0.0661  0.00
H 0.3162 -2.9086 2.0906  0.00
H -0.8952 -3.9043 2.1461  0.00
O -0.5348 -3.1364 2.4308  0.00
H -0.5650 3.3597 2.2117  0.00
H -2.0604 3.8512 1.7021  0.00
O -1.3404 4.0425 2.3932  0.00
H 1.3332 2.6847 0.5091  0.00
H 0.4489 1.7636 0.9511  0.00
O 0.7697 2.6460 1.2391  0.00
H -2.7173 2.3782 0.8991  0.00
H -2.9730 1.9132 2.4910  0.00
O -3.3406 2.4071 1.6726  0.00
H 2.9572 -0.3612 -0.8881  0.00
H 4.4083 -0.0515 -0.6733  0.00
O 3.7090 0.0815 -1.3088  0.00

---

> Look up the energy relative to the best compared isomer or geometry (same formula, charge and spin) of the third one.

64.7 kcal/mol